# 1
Density functional theory data (wB97M-V/def2-TZVPD) for a single C11H14N2OS molecule.

```
29
Properties=species:S:1:pos:R:3:mulliken_charge:R:1
S 0.22698 2.14212 -2.40723 -0.254
C -1.29386 2.69368 -2.81729 0.412
N -2.30785 3.24063 -3.11747 -0.512
C -1.54735 0.05730 4.53474 -0.810
O -2.23267 -0.30439 3.30836 -0.447
C -1.56036 -0.15326 2.12649 0.896
C -2.26202 -0.51912 0.95147 -0.613
C -1.63052 -0.43061 -0.27226 -0.344
C -0.29025 0.02021 -0.37254 0.116
C 0.37213 0.08409 -1.70438 -0.833
N 1.58792 -0.47787 -1.90333 0.170
C 2.20250 -0.42856 -3.21785 -0.976
C 2.28899 -1.24702 -0.88695 -0.926
C 0.37035 0.43059 0.79823 -0.322
C -0.22625 0.32137 2.04696 -0.552
H -2.26682 -0.13373 5.32888 0.238
H -0.65320 -0.55645 4.68458 0.334
H -1.26845 1.11574 4.52791 0.339
H -3.28582 -0.87857 1.07322 0.404
H -2.17207 -0.76041 -1.16874 0.363
H -0.27049 0.05314 -2.62057 0.498
H 3.18019 -0.89941 -3.15771 0.339
H 1.59277 -0.99528 -3.92764 0.325
H 2.29404 0.59742 -3.58652 0.302
H 3.07554 -1.81505 -1.39545 0.346
H 2.75525 -0.62524 -0.10703 0.281
H 1.61931 -1.97551 -0.41376 0.359
H 1.38919 0.80867 0.74631 0.524
H 0.31281 0.63551 2.94956 0.341
```

Properties
structure (SMILES): COc1ccc([C@@H](SC#N)N(C)C)cc1
Kohn-Sham gap: 8.16 eV
LUMO level: 0.08 eV
strongest force on any atom: 3.518 eV/Å
E: -1010.40797 a.u.
HOMO: -8.1 eV

# 2
Density functional theory data (wB97M-V/def2-TZVPD) for 2 unconnected molecules or ions with the total composition C4H13NO2.

```
20
Properties=species:S:1:pos:R:3:mulliken_charge:R:1
C 0.49603 0.83854 0.68241 -0.571
C -0.97456 1.16113 0.33665 0.174
C -1.82857 0.25804 1.42857 -1.160
O -1.50113 2.52134 0.53911 -0.586
C 1.67629 1.23391 -0.30103 -0.434
N 2.04329 0.06990 -1.17012 -0.649
H 0.48286 -0.23688 1.02010 0.323
H 0.64704 1.44264 1.65459 0.281
H -1.24504 0.86771 -0.65110 0.295
H -2.02169 0.67193 2.40785 0.334
H -2.87366 0.00271 0.99938 0.314
H -1.33532 -0.76472 1.60941 0.312
H -2.47681 2.67320 0.47916 0.319
H 2.57016 1.61578 0.21704 0.302
H 1.29749 2.03764 -1.07074 0.285
H 2.30492 -0.61828 -0.49553 0.226
H 2.96125 0.27345 -1.64182 0.238
H -0.61854 -5.19975 -2.21336 0.313
H 0.53843 -4.23056 -2.18262 0.317
O -0.14243 -4.61773 -1.64796 -0.631
```

Properties
structure (SMILES): C[C@@H](O)CCN.O
Kohn-Sham gap: 10.52 eV
LUMO level: 0.93 eV
strongest force on any atom: 4.191 eV/Å
E: -365.37136 a.u.
HOMO: -9.6 eV

# 3
Density functional theory data (wB97M-V/def2-TZVPD) for 12 unconnected molecules or ions with the total composition C42H86F8N2O28S9.

```
175
Properties=species:S:1:pos:R:3:mulliken_charge:R:1
O 34.02819 -26.13659 10.88536 -0.552
S 32.88481 -27.01962 11.19189 1.251
O 32.00707 -27.37159 10.04445 -0.676
O 33.53092 -28.41550 11.89292 -0.266
C 34.36034 -28.24361 13.04890 -0.029
C 35.49184 -29.25377 13.13387 -1.397
C 31.86783 -26.27755 12.60084 -0.510
H 33.68393 -28.28024 13.90286 0.384
H 34.68873 -27.21924 13.22479 0.163
H 36.11118 -29.36870 12.24432 0.316
H 35.09107 -30.23797 13.37644 0.322
H 36.12010 -28.87320 13.93920 0.407
H 31.24109 -27.11281 12.91332 0.453
H 31.30101 -25.50382 12.08302 -0.126
H 32.56991 -26.09159 13.41362 0.203
O 30.60099 -16.41295 8.00656 -0.625
S 30.95908 -17.82438 7.97432 0.936
O 30.98712 -18.64289 9.19337 -0.458
O 30.02995 -18.58145 6.81294 0.132
C 29.76592 -17.81974 5.64982 -0.326
C 28.82721 -18.59538 4.67969 -0.761
C 32.60524 -17.97693 7.15809 -0.810
H 30.73832 -17.56698 5.22712 0.402
H 29.23091 -16.90650 5.91028 0.123
H 28.66184 -18.12528 3.71029 0.468
H 27.84490 -18.64783 5.14918 0.305
H 29.20624 -19.60093 4.49717 -0.127
H 33.40023 -17.65099 7.82880 0.456
H 32.63093 -17.37305 6.25102 0.378
H 32.59610 -19.03417 6.89302 0.047
O 23.22280 -25.68941 3.28848 -0.599
S 23.32721 -24.63186 4.30518 1.137
O 22.11526 -24.26157 5.06582 -0.620
O 24.62188 -24.98221 5.39839 -0.412
C 24.61467 -24.37007 6.67338 -0.256
C 25.89274 -24.90202 7.37705 -0.091
C 24.07468 -23.16531 3.55242 -0.788
H 23.68363 -24.62072 7.18172 0.503
H 24.66688 -23.28271 6.72850 0.212
H 25.84573 -24.81598 8.46263 -0.291
H 26.80587 -24.40483 7.04981 -0.276
H 26.01588 -25.94900 7.09998 0.562
H 24.38294 -22.39146 4.25541 0.205
H 23.49781 -22.59626 2.82337 0.529
H 24.90335 -23.56208 2.96593 0.203
O 25.60103 -20.55400 14.06570 -0.597
S 24.77784 -20.18864 12.88942 1.117
O 24.99062 -18.86167 12.20621 -0.577
O 24.91478 -21.33791 11.66412 -0.232
C 24.91880 -22.72495 11.94752 0.339
C 24.47615 -23.66156 10.79559 -1.097
C 23.05606 -20.47976 13.35805 -1.022
H 24.27127 -22.84439 12.81616 0.577
H 25.94077 -22.94716 12.25462 -0.296
H 24.80086 -24.69423 10.92296 0.290
H 24.88912 -23.35039 9.83605 -0.070
H 23.40754 -23.53320 10.62322 0.441
H 22.76388 -19.75477 14.11774 0.397
H 22.90431 -21.47446 13.77716 0.362
H 22.44866 -20.41034 12.45564 0.333
O 33.48564 -21.36922 6.53800 -0.584
S 32.97171 -21.81990 5.25341 1.176
O 33.57749 -21.39883 3.97961 -0.662
O 32.88560 -23.51945 5.31226 -0.258
C 32.42527 -24.21752 4.14528 -0.290
C 31.47970 -25.32396 4.65978 -0.943
C 31.17131 -21.43062 5.19421 -0.301
H 33.28596 -24.59786 3.59515 0.300
H 31.85222 -23.56758 3.48399 0.423
H 30.68115 -24.86694 5.24422 0.144
H 31.95561 -26.18300 5.13270 0.209
H 31.08360 -25.87213 3.80497 0.425
H 30.82991 -21.91317 6.11001 -0.089
H 30.76697 -21.73267 4.22810 0.399
H 31.17853 -20.35437 5.36666 -0.169
O 36.76775 -25.95831 6.30443 -0.678
S 35.47885 -26.61426 6.54902 1.301
O 34.69744 -27.15553 5.43206 -0.634
O 35.76188 -27.83263 7.63322 -0.360
C 34.61051 -28.55528 7.94973 0.423
C 34.99519 -29.51448 8.98141 -1.225
C 34.34224 -25.52099 7.59987 -0.725
H 34.30431 -29.06296 7.03507 0.281
H 33.80356 -27.90644 8.29020 -0.075
H 34.16688 -30.21817 9.06412 0.409
H 35.15922 -29.09616 9.97448 -0.029
H 35.91074 -30.00602 8.65241 0.445
H 34.16273 -24.60863 7.03112 0.202
H 34.87651 -25.30052 8.52402 0.393
H 33.39165 -25.99336 7.84754 0.238
O 27.05465 -21.96556 7.87267 -0.303
S 27.97179 -22.01791 8.98575 0.164
O 27.79081 -22.97569 10.04940 0.261
O 29.57840 -22.21447 8.34009 0.313
C 30.70485 -22.17227 9.19785 0.565
C 31.24431 -23.55691 9.02677 0.184
C 28.11254 -20.34439 9.68602 -0.124
H 30.31385 -21.98102 10.19717 -0.691
H 31.34590 -21.34196 8.90165 0.079
H 32.23350 -23.51294 9.48249 0.381
H 31.33668 -23.81714 7.97233 -0.361
H 30.70629 -24.32502 9.58232 -0.407
H 28.72646 -20.34318 10.58668 -0.136
H 27.18333 -19.94188 10.08933 0.435
H 28.47059 -19.68548 8.89499 -0.129
O 34.84735 -25.40561 15.02582 -0.508
S 35.83046 -24.36632 15.25513 1.092
O 37.18437 -24.69256 15.63599 -0.605
O 35.84408 -23.30411 14.00713 -0.390
C 34.59261 -22.95034 13.45657 0.069
C 34.83067 -22.70981 11.98821 -0.779
C 35.20104 -23.19778 16.61886 -0.999
H 34.19630 -22.08709 13.99122 0.364
H 33.86543 -23.75814 13.53876 0.213
H 35.58051 -21.92105 11.92745 0.363
H 33.87983 -22.41170 11.54645 -0.043
H 35.11119 -23.65269 11.51877 0.231
H 34.14677 -22.97699 16.45193 0.294
H 35.82404 -22.30712 16.53701 0.359
H 35.33316 -23.74246 17.55372 0.387
O 28.81896 -26.96008 13.15549 -0.644
S 28.35928 -27.47115 11.85380 1.212
O 29.19493 -28.35462 11.06529 -0.607
O 26.89252 -28.23752 12.08855 -0.308
C 26.54580 -29.18491 11.15404 -0.178
C 25.04393 -29.52944 11.49631 -1.276
C 27.79970 -26.13383 10.75729 -0.320
H 27.17833 -30.06679 11.25557 0.262
H 26.76544 -28.78071 10.16588 0.388
H 24.29091 -28.75481 11.35148 0.305
H 24.95883 -29.90557 12.51582 0.308
H 24.62991 -30.28176 10.82496 0.394
H 28.64060 -25.71587 10.20386 0.011
H 27.34266 -25.32177 11.32279 -0.055
H 26.98745 -26.54118 10.15526 0.474
N 31.04803 -22.52906 12.81989 -0.005
C 29.73539 -22.90874 13.06674 -0.408
C 28.74227 -21.94586 13.28883 -0.164
C 29.11452 -20.59532 13.48022 -0.562
C 30.46856 -20.19377 13.27501 -1.029
C 31.41690 -21.23069 12.93224 -0.125
H 29.49608 -23.96128 13.10245 0.535
H 27.68885 -22.13543 13.43295 0.396
H 28.42549 -19.79496 13.70618 0.468
H 30.82287 -19.17772 13.36736 0.440
H 32.41988 -21.06399 12.56803 0.414
N 26.43314 -21.11376 3.23944 -0.525
C 27.04770 -21.43122 2.06182 -0.698
C 28.06610 -22.38311 1.96692 -0.563
C 28.54713 -22.92052 3.21120 -0.167
C 27.98247 -22.57017 4.44190 0.330
C 26.89353 -21.68782 4.41457 -1.226
H 26.55879 -21.12290 1.14952 0.483
H 28.53264 -22.77621 1.07573 0.457
H 29.27292 -23.72028 3.21592 0.571
H 28.20380 -23.09265 5.36082 0.226
H 26.39323 -21.43036 5.33643 1.116
C 25.92136 -13.05520 7.21509 -0.939
C 25.25663 -11.79134 7.74997 0.951
C 24.17687 -12.20850 8.75851 0.210
F 23.43816 -11.16090 9.13294 -0.281
F 23.25871 -13.03040 8.29021 -0.262
F 26.08237 -10.93452 8.35115 -0.294
F 24.86566 -11.14443 6.62796 -0.307
O 26.51319 -13.90573 8.19605 -0.333
C 26.76157 -15.23372 7.73785 0.907
C 27.38202 -15.82529 8.97593 0.154
F 26.63378 -15.73094 10.12574 -0.294
F 27.76838 -17.03067 8.74316 -0.039
F 25.68526 -15.95376 7.30823 -0.294
F 27.67099 -15.24810 6.73378 -0.337
H 26.71722 -12.67467 6.57484 0.345
H 25.16411 -13.51698 6.58150 0.394
H 24.52568 -12.67582 9.67941 0.232
H 28.27763 -15.31521 9.33061 0.161
```

Properties
structure (SMILES): FC(F)C(F)(F)COC(F)(F)C(F)F.CCOS(C)(=O)=O.CCOS(C)(=O)=O.CCOS(C)(=O)=O.CCOS(C)(=O)=O.CCOS(C)(=O)=O.CCOS(C)(=O)=O.CCOS(C)(=O)=O.CCOS(C)(=O)=O.CCOS(C)(=O)=O.c1ccncc1.c1ccncc1
Kohn-Sham gap: 10.02 eV
LUMO level: 0.03 eV
strongest force on any atom: 4.845 eV/Å
E: -8250.47723 a.u.
HOMO: -10.0 eV